# 1
{"formula": "C31H26Cl2N3O8STl", "method": "ωB97M-V with the def2-TZVPD basis set", "gap_ha": 0.2332, "spin_multiplicity": 1, "de_lowest_ev": 0.4972, "charge": -2, "e_homo_ev": -2.4, "lumo_ha": 0.14352, "fmax_ev_per_a": 3.32, "symbols": ["O", "O", "C", "H", "C", "C", "H", "H", "O", "C", "C", "O", "C", "C", "C", "H", "H", "H", "H", "Cl", "C", "C", "H", "H", "C", "H", "C", "H", "C", "C", "C", "H", "C", "H", "H", "H", "C", "O", "H", "O", "Tl", "C", "C", "H", "N", "C", "C", "C", "O", "C", "C", "H", "O", "H", "C", "H", "C", "N", "C", "C", "N", "H", "C", "H", "Cl", "C", "H", "H", "C", "H", "H", "S"], "positions_angstrom": [[2.4935, 5.3927, -3.7753], [3.8814, 2.3293, -0.1651], [-6.3827, -0.7040, -2.0738], [-0.1278, -0.2929, 3.5014], [-4.0946, -0.0937, -2.0933], [4.5650, 1.3649, 1.9617], [3.9894, 3.8366, -2.6806], [4.9408, -2.0835, 1.6171], [-0.4340, -4.7096, 1.0451], [-3.8960, -0.5396, -0.7495], [-5.0093, -1.1887, -0.1278], [-0.1212, -6.5384, -0.6149], [0.4387, -0.7396, -0.0257], [-1.0570, 0.0636, 3.0924], [-0.6640, -2.5961, -3.2350], [5.0239, 3.0792, 4.8808], [3.7797, -1.2894, 2.6922], [-4.2175, 1.1217, 1.1412], [4.1107, 4.6575, 1.0096], [-2.7694, 0.8373, -2.8816], [4.5541, 3.9910, 2.9615], [-5.3392, -0.1220, -2.7018], [4.5796, 5.0267, 3.4054], [1.3262, 5.4733, -0.8574], [4.7683, -1.2007, 2.2692], [0.6443, 4.0506, -1.5882], [-0.1621, -3.5192, -2.2786], [3.0408, 3.3778, -1.3795], [4.1984, 2.4908, 1.0577], [4.8313, 0.0332, 1.4070], [2.2737, 4.8439, -2.7079], [-3.1209, -4.6603, -0.9593], [-2.9047, -3.2230, -2.6124], [-7.3511, -0.7393, -2.5395], [-1.8065, -0.5795, -0.7163], [-1.8494, 1.0823, 4.7261], [4.9782, 1.6804, 3.3041], [2.1099, -2.8411, -2.1477], [-5.4785, 0.4176, -3.6631], [1.6262, -0.4515, 0.1950], [2.9089, -0.2790, -1.8687], [-1.2870, -0.4139, 1.7910], [-6.2155, -1.2932, -0.8515], [-3.9585, -2.9839, -2.7515], [3.1668, 4.0660, -2.1478], [-2.4293, -4.1557, -1.6745], [-1.9835, -2.5200, -3.4028], [-1.0702, -4.2320, -1.5485], [5.0279, -0.0554, 0.1900], [1.0478, 4.9958, -1.8307], [-0.3697, -1.3783, 1.1346], [-7.0282, -1.7595, -0.3234], [-0.1908, -0.5434, -1.0714], [0.0067, -2.0471, -3.8351], [4.2250, 3.7960, 1.6534], [-3.8591, 1.8628, 3.5476], [4.8311, 2.9433, 3.8286], [-2.6612, -0.3223, -0.1773], [1.2188, -3.5524, -1.6900], [-3.2210, 1.1400, 3.0595], [1.2944, -4.4422, -0.6754], [0.2651, -1.9333, 1.8386], [-2.0756, 0.8200, 3.7075], [5.4627, -1.2680, 3.0594], [-4.8169, -1.8787, 1.4297], [-3.3674, 0.8194, 1.7314], [5.4145, 0.8709, 3.9243], [-1.0451, -2.1185, 0.6787], [-2.4586, 0.0363, 1.1439], [-2.4037, -1.7470, -3.9796], [0.2697, 5.6479, -2.2860], [-0.0661, -5.1133, -0.2978]], "forces_ev_per_angstrom": [[-0.60, 0.74, -0.64], [-0.08, 0.11, 0.69], [-1.28, -0.83, 0.14], [0.05, 0.33, 0.77], [0.38, 0.91, 0.51], [1.11, 1.40, 0.85], [0.06, 0.24, -0.19], [-0.18, 0.57, 0.31], [-0.41, -0.44, -0.22], [0.01, 0.09, -0.57], [0.31, 0.62, -1.91], [0.02, 0.70, 0.40], [-0.56, -0.53, 1.39], [-1.33, -0.62, -1.83], [2.35, -2.09, 1.07], [0.20, 0.34, 0.11], [-0.42, 0.03, 0.14], [-0.22, 0.25, 0.10], [-0.25, -0.05, -0.19], [-1.06, -0.80, 0.56], [-0.50, 1.55, 0.95], [1.64, 1.36, -1.61], [-0.10, -1.00, -0.69], [-0.02, -0.39, -0.77], [-0.43, -0.99, -1.54], [-0.53, -1.12, 0.19], [-1.07, 1.70, -0.76], [0.07, 0.76, 0.06], [-0.16, -1.22, -0.23], [-0.21, 0.99, -1.29], [-0.54, 0.35, 0.22], [0.70, 0.30, -0.75], [0.44, -0.71, 0.24], [-0.24, 0.02, -0.15], [-0.06, 0.40, -0.08], [-0.43, 0.45, 0.33], [-0.93, -1.26, -1.15], [0.55, 0.25, 0.02], [0.22, -0.61, 0.72], [1.11, 0.08, 0.03], [-0.03, 0.13, 0.49], [-0.06, 1.02, 1.25], [0.84, -0.02, 2.11], [0.12, -0.30, 0.22], [1.46, -2.15, 0.95], [-1.85, 0.66, 0.11], [-2.49, 0.02, 0.74], [1.19, -0.97, 1.23], [0.01, -0.93, 0.73], [-0.32, 2.27, 0.11], [-0.11, -0.69, -0.56], [-0.31, -0.21, -0.08], [-0.17, 0.27, -1.31], [0.72, 0.81, -0.35], [0.42, 0.05, -0.14], [-0.52, -0.22, 0.00], [0.74, -0.69, 0.35], [-0.41, -1.01, -0.67], [-0.48, -1.30, 0.28], [-0.33, 1.54, 0.25], [1.61, 0.91, -0.74], [-0.09, 0.46, -0.18], [2.55, -1.16, 0.93], [0.96, 0.32, 1.02], [-0.29, -0.33, 0.08], [-1.47, 0.90, 0.89], [-0.55, 0.49, -0.32], [0.39, -0.11, -0.01], [1.68, -1.46, -1.20], [-0.29, 0.71, -1.12], [0.58, -0.57, 0.10], [-1.07, -0.35, -0.36]]}



# 2
{"formula": "C31H26F6N8O4S2V", "method": "ωB97M-V with the def2-TZVPD basis set", "s_squared": 0.93, "gap_ha": [0.2530, 0.1880], "spin_multiplicity": 2, "de_lowest_ev": 0.0000, "charge": 0, "e_homo_ev": [-6.9, -5.3], "lumo_ha": [0.00076, -0.00762], "fmax_ev_per_a": 1.66, "symbols": ["H", "C", "C", "C", "F", "N", "H", "H", "C", "C", "N", "H", "N", "H", "C", "C", "H", "H", "C", "C", "F", "H", "F", "H", "H", "C", "O", "C", "F", "N", "C", "F", "C", "H", "H", "H", "H", "N", "C", "H", "C", "C", "C", "F", "C", "C", "H", "N", "H", "C", "H", "H", "H", "N", "C", "S", "H", "O", "S", "C", "C", "H", "C", "C", "C", "N", "C", "H", "H", "H", "O", "V", "C", "H", "O", "C", "C", "C"], "positions_angstrom": [[0.7949, -4.5813, 0.9219], [0.2888, -1.9936, 2.8348], [1.6389, -3.8597, -3.8056], [4.7055, -0.7453, 2.6805], [-0.3952, 5.2447, -1.7053], [-1.4827, -0.6552, -0.2092], [-7.7172, -0.2558, -0.1059], [1.0582, 0.4070, -1.9438], [-1.0055, -1.4568, -2.4975], [3.0989, -0.2497, -1.8201], [-1.8910, 1.1277, 1.8896], [-7.5806, -1.9400, -0.6178], [-3.0983, 1.2206, 1.2814], [-5.4013, -2.8201, -1.1856], [3.5017, -0.1759, 3.1397], [-1.8015, 2.2234, 2.6500], [1.0714, -4.2582, -4.6476], [3.3561, 0.0092, 4.2000], [-0.6157, 4.7511, -0.4970], [-0.8031, -1.4899, -1.1155], [4.2691, 2.5868, -2.6677], [-4.6861, 2.6232, 1.2089], [-0.1746, 5.5942, 0.4205], [5.8784, -1.2695, 0.9755], [-3.1267, 3.9797, 2.9895], [1.8693, 0.1396, -1.2847], [-0.8391, 2.1319, -0.6259], [-5.0487, -0.0310, 0.6411], [2.8129, 3.9580, -3.5027], [1.6104, 0.1806, 0.0291], [3.6481, 3.7483, -2.4888], [4.5480, 4.7251, -2.4496], [-7.2133, -1.2034, 0.0972], [-1.7720, -0.7951, -2.8843], [2.1293, -4.6904, -3.2957], [-0.9216, 2.4018, 3.2434], [-2.9742, -2.5931, -1.2804], [0.3451, -2.5149, 0.7683], [2.6874, -0.0645, 0.8748], [-7.5191, -1.5288, 1.0959], [-3.7312, 2.3586, 1.6306], [-2.8674, -0.7772, -0.1523], [4.1096, -0.6435, -0.9916], [-1.9322, 4.5902, -0.3320], [0.7523, -3.0832, -2.8656], [-0.2399, -2.2298, -3.3511], [5.0565, -0.9986, -1.3826], [1.3687, 3.0867, -1.3530], [-0.4067, -2.1641, -4.4215], [-4.9285, -1.9755, -0.6939], [3.2183, -0.2599, -2.8960], [1.2983, 1.7928, 2.2519], [0.1509, -1.3694, 3.7010], [0.1194, -1.4809, 1.6224], [0.6236, -3.3518, 2.7791], [2.7559, 3.7634, -0.8691], [5.4748, -1.0141, 3.3932], [0.6239, 3.0711, 1.0834], [0.2146, 3.0860, -0.3137], [0.1615, -2.3805, -0.6409], [-3.5525, -1.8474, -0.7511], [2.4241, -3.2164, -4.2153], [4.9271, -0.8974, 1.3421], [2.5277, 0.1905, 2.2552], [-5.7130, -1.0620, -0.0002], [1.3242, 0.8541, 2.6665], [-3.6712, 0.1241, 0.5627], [-5.6231, 0.6685, 1.2406], [0.8100, -4.0225, 3.6007], [1.7106, -3.7907, -1.0854], [2.6028, 5.1526, -0.5432], [-0.2103, 0.3844, 0.8784], [0.6399, -3.6495, 1.4409], [1.2876, 0.9627, 3.6687], [3.5221, 2.9160, -0.0021], [-2.9323, 3.0299, 2.5217], [0.9356, -3.1504, -1.4965], [3.9237, -0.5473, 0.4074]], "forces_ev_per_angstrom": [[0.00, 0.08, 0.01], [-0.08, 0.06, 0.07], [0.01, 0.06, 0.02], [0.03, 0.01, -0.01], [-0.01, 0.09, -0.09], [-0.52, -0.16, -0.71], [0.03, -0.04, 0.00], [-0.13, -0.03, -0.01], [0.09, 0.08, -0.03], [0.05, -0.08, -0.09], [-0.66, 0.59, 0.46], [0.01, 0.02, 0.02], [0.02, -0.20, -0.10], [0.04, 0.04, 0.01], [0.07, 0.02, 0.15], [-0.08, -0.13, 0.05], [0.01, 0.00, 0.03], [0.05, 0.00, -0.07], [-0.18, -0.30, 0.04], [-0.20, -0.11, 0.30], [0.05, -0.05, -0.14], [0.06, -0.06, 0.02], [0.03, 0.10, 0.02], [-0.09, 0.00, 0.02], [0.02, -0.04, -0.02], [-0.10, 0.01, 0.46], [0.62, 0.00, -0.12], [-0.07, 0.10, 0.08], [0.16, 0.04, -0.06], [1.34, -0.15, -0.64], [-0.31, 0.03, 0.13], [0.12, -0.07, -0.14], [0.10, 0.01, 0.04], [0.05, 0.00, -0.01], [-0.04, 0.03, -0.02], [0.05, 0.01, -0.07], [-0.06, 0.01, 0.00], [-0.10, 0.10, -0.10], [-0.31, 0.05, -0.25], [0.02, 0.01, -0.05], [-0.05, 0.00, -0.07], [0.44, -0.08, -0.02], [0.09, -0.02, 0.03], [-0.03, 0.09, 0.02], [0.06, -0.02, -0.14], [-0.06, 0.00, -0.04], [-0.04, 0.04, 0.03], [0.02, -0.12, 0.41], [0.01, 0.00, 0.04], [0.03, -0.06, -0.01], [-0.03, 0.00, 0.04], [0.24, 0.01, 0.19], [0.02, 0.03, 0.00], [0.47, -1.57, 0.28], [-0.01, -0.02, 0.10], [-0.03, 0.14, 0.08], [-0.04, 0.00, 0.00], [-0.05, -0.14, -0.24], [-0.12, 0.75, 0.11], [-0.05, 0.06, 0.25], [-0.06, -0.02, -0.06], [-0.05, -0.04, 0.02], [0.05, 0.01, 0.00], [-0.19, 0.06, 0.18], [-0.14, -0.06, -0.06], [-0.06, 0.19, -0.88], [0.09, 0.17, 0.14], [0.06, -0.06, -0.03], [-0.02, 0.05, -0.04], [-0.03, 0.06, -0.03], [-0.04, -0.20, 0.00], [-0.48, 0.73, 0.40], [-0.07, 0.04, -0.08], [-0.11, -0.11, 0.14], [-0.08, 0.00, -0.07], [0.06, 0.04, 0.09], [0.15, -0.07, 0.08], [0.00, -0.03, -0.06]]}



- Look up the charge of the first one.
  -2



- Which of these has the highest charge?
  C31H26F6N8O4S2V



- What is the charge in the first record?
  -2